Molecular formula: C52H120O32S14
Method: DFT, ωB97M-V/def2-TZVPD

Last column: Mulliken charge in e.
Element x y z (Å)
C -7.51319 -0.30665 -15.46464  -1.51
C -8.46538 -1.34165 -15.82227  3.07
C -8.48420 -2.47987 -14.82616  0.39
O -9.75759 -2.69121 -14.62111  0.31
C -10.53639 -1.65569 -15.15826  0.01
O -11.77534 -1.41693 -14.97713  -0.56
O -9.73334 -0.92075 -15.80035  0.01
H -7.47085 0.33073 -16.34784  -0.24
H -6.49210 -0.68514 -15.51160  0.69
H -7.72526 0.29845 -14.58317  -0.21
H -8.18844 -1.77851 -16.78173  -1.07
H -7.97631 -2.20525 -13.90164  0.05
H -8.11060 -3.39993 -15.27559  -0.88
C -1.58826 -3.08085 -9.85156  -1.51
C -2.77354 -3.79636 -9.17551  0.50
C -3.55596 -3.00942 -8.16805  -0.53
O -4.86704 -3.35275 -8.46392  -0.20
C -4.94693 -3.79344 -9.70022  0.55
O -5.98673 -4.20284 -10.26314  -0.53
O -3.65830 -3.82492 -10.21744  -0.28
H -1.71319 -2.06089 -10.21512  0.14
H -1.08902 -3.66098 -10.62764  0.43
H -0.79240 -3.06076 -9.10705  0.51
H -2.63368 -4.83950 -8.89194  0.33
H -3.40713 -1.92973 -8.18287  0.23
H -3.38857 -3.44785 -7.18425  0.36
C -8.04156 -1.75346 -8.70318  -1.52
C -8.82761 -3.15003 -8.73835  1.36
C -8.03122 -4.25241 -8.01265  -0.17
O -9.09382 -4.81628 -7.20013  -0.42
C -10.14947 -4.00376 -6.97382  0.58
O -10.93860 -4.05360 -6.01558  -0.60
O -9.96226 -2.94446 -7.82503  -0.43
H -8.69302 -0.88086 -8.65555  0.33
H -7.46521 -1.73593 -9.62818  0.35
H -7.32485 -1.75152 -7.88195  0.51
H -9.26161 -3.34156 -9.71970  -0.36
H -7.04599 -4.01407 -7.61187  0.29
H -7.92315 -5.02444 -8.77448  0.26
C -9.68613 -8.63062 -16.21602  -0.77
C -10.93013 -9.47936 -15.93645  1.04
C -11.64410 -10.08000 -17.09399  -0.51
O -11.36086 -11.46220 -17.11395  -0.32
C -10.71376 -11.78676 -15.96309  0.59
O -10.37315 -12.96473 -15.66093  -0.59
O -10.60097 -10.64844 -15.18391  -0.34
H -9.35887 -8.00100 -15.38863  0.04
H -9.70890 -7.99137 -17.09860  -0.07
H -8.87980 -9.33787 -16.41026  0.41
H -11.68619 -8.88760 -15.42043  -0.03
H -11.24283 -9.68505 -18.02731  0.25
H -12.70676 -9.84327 -17.04108  0.32
C -7.99967 5.30830 -10.91330  -1.71
C -7.87948 4.46113 -12.24912  1.90
C -8.66898 5.02914 -13.40272  -0.52
O -8.04016 4.42003 -14.52317  -0.23
C -6.75726 4.09948 -14.14246  0.45
O -5.96364 3.48025 -14.83139  -0.39
O -6.57649 4.44749 -12.89079  -0.44
H -7.36820 4.95512 -10.09807  0.37
H -9.00209 5.46574 -10.51524  0.35
H -7.77514 6.37427 -10.95084  0.44
H -8.05512 3.40138 -12.06427  -0.67
H -8.62628 6.11198 -13.51986  0.36
H -9.72150 4.83847 -13.19312  0.14
C -13.81467 1.89413 -19.23258  -0.98
C -14.49022 3.18136 -19.63383  0.54
C -13.80383 4.55224 -19.45782  -0.16
O -13.83382 5.06957 -20.75578  -0.34
C -14.47844 4.20178 -21.54543  0.55
O -14.93474 4.35186 -22.68890  -0.62
O -14.56447 3.02298 -20.99729  -0.35
H -13.14913 1.36711 -19.91624  0.25
H -14.61914 1.15877 -19.24680  0.42
H -13.25664 1.94034 -18.29739  0.01
H -15.46581 3.44085 -19.22274  0.26
H -12.82627 4.51073 -18.97746  0.13
H -14.49217 5.10582 -18.81920  0.32
C -11.53091 -1.69546 -21.27669  -0.50
S -11.77900 -2.65144 -22.77943  0.50
O -13.28803 -3.05940 -22.86872  -0.65
C -11.38109 -1.20474 -23.82125  -0.93
H -12.08338 -0.75653 -21.24125  0.09
H -10.46441 -1.49622 -21.17193  0.31
H -11.77381 -2.17681 -20.32938  0.20
H -11.69784 -0.23806 -23.42971  0.31
H -11.68252 -1.47619 -24.83296  0.35
H -10.31338 -0.98804 -23.85492  0.32
C -4.49112 -1.62260 -20.05963  -0.80
S -6.00658 -0.72189 -20.54506  0.49
O -6.38669 -1.27011 -21.92887  -0.59
C -7.08391 -1.60532 -19.36402  0.14
H -3.86235 -1.13480 -20.80447  0.41
H -4.54558 -2.71048 -20.10034  0.11
H -4.14909 -1.40855 -19.04706  0.29
H -6.47853 -1.84510 -18.48989  0.19
H -7.15503 -2.61328 -19.77276  -0.58
H -8.04055 -1.22807 -19.00258  0.33
C -10.17600 2.29016 -9.79865  -0.81
S -10.84281 1.77671 -11.46974  0.04
O -10.52499 2.80179 -12.55313  -0.07
C -9.50769 0.49148 -11.62489  1.04
H -10.59109 1.71514 -8.97091  0.31
H -10.34608 3.35171 -9.61896  0.39
H -9.09134 2.21972 -9.88016  0.05
H -8.52166 0.95040 -11.55238  -0.33
H -9.53243 0.00626 -12.60061  -0.91
H -9.45395 -0.28782 -10.86468  0.14
C -1.18699 -0.99351 -13.09210  -0.55
S -0.20660 -1.70746 -14.47031  0.43
O 0.76992 -2.73821 -13.92014  -0.67
C -1.62600 -2.53257 -15.24488  -0.71
H -0.47041 -0.56256 -12.39289  0.48
H -1.70338 -1.80542 -12.58002  -0.07
H -2.03037 -0.43719 -13.50115  0.21
H -1.22442 -3.53258 -15.40860  0.44
H -1.86790 -1.96725 -16.14489  0.28
H -2.50547 -2.70349 -14.62407  0.15
C -9.69213 3.09246 -17.95987  -0.06
S -8.78458 1.68409 -18.57951  0.82
O -8.87701 1.70763 -20.04024  -0.68
C -7.08883 2.34527 -18.30753  -0.70
H -9.32752 3.28665 -16.95117  -0.20
H -10.76029 2.91890 -17.82948  -0.26
H -9.39299 3.97197 -18.53003  0.49
H -6.99876 2.78661 -17.31496  0.03
H -6.84826 3.15897 -18.99172  0.57
H -6.40003 1.51096 -18.17495  0.03
C -15.65707 -2.68221 -15.31923  -0.99
S -17.27351 -2.91752 -16.16192  0.47
O -18.34836 -3.46429 -15.23424  -0.62
C -17.57382 -1.13824 -16.24743  -0.85
H -15.70161 -1.97466 -14.49129  0.30
H -14.85138 -2.38696 -15.99138  0.39
H -15.23401 -3.62971 -14.98551  0.40
H -18.30443 -0.85176 -17.00389  0.34
H -16.66355 -0.55724 -16.39559  0.22
H -17.86763 -0.77919 -15.26110  0.34
C -3.13036 2.25159 -17.73189  -1.24
S -3.66311 1.30645 -16.19852  0.96
O -2.91092 -0.00576 -16.32747  -0.61
C -2.66101 2.44286 -15.15092  -1.44
H -2.09488 2.57194 -17.84701  0.40
H -3.71320 3.15171 -17.92731  0.40
H -3.35572 1.65224 -18.61398  0.32
H -2.55881 2.14959 -14.10611  0.30
H -2.85615 3.49576 -15.35444  0.43
H -1.60209 2.35830 -15.39514  0.54
C -4.41143 -6.17363 -16.46795  -1.07
S -6.12787 -5.46278 -16.02885  0.60
O -5.93042 -3.97440 -16.30467  -0.52
C -6.08430 -5.55027 -14.18060  -0.99
H -4.38535 -6.43631 -17.52551  0.34
H -4.18242 -7.03105 -15.83511  0.44
H -3.53035 -5.61831 -16.14639  0.24
H -5.05423 -5.19895 -14.12023  0.31
H -6.32146 -6.52326 -13.75031  0.41
H -6.69121 -4.85758 -13.59757  0.20
C -12.87993 -1.16884 -12.10841  -0.49
S -12.33162 -2.34046 -10.67974  0.41
O -10.83446 -2.50626 -10.86397  -0.47
C -12.45799 -1.06948 -9.27744  -0.57
H -13.33340 -1.81338 -12.86143  0.47
H -11.90351 -0.85784 -12.47987  -0.51
H -13.44300 -0.33647 -11.68625  0.53
H -12.17421 -0.05240 -9.54788  -0.02
H -11.74157 -1.35921 -8.50875  0.12
H -13.43418 -0.94563 -8.80859  0.49
C -11.72566 -4.51444 -17.12578  -1.12
S -9.91237 -4.34710 -17.53478  0.80
O -9.03615 -5.24348 -16.62901  -0.57
C -9.73818 -5.33035 -19.08436  -0.47
H -11.86249 -4.11016 -16.12282  0.12
H -11.94303 -5.56577 -16.93721  0.39
H -12.25395 -3.89837 -17.85342  0.51
H -9.73023 -6.41285 -18.95692  0.19
H -8.82492 -5.04784 -19.60807  -0.28
H -10.65185 -5.19623 -19.66344  0.50
C -6.30656 -4.92637 -21.10198  -0.48
S -6.20138 -4.09687 -22.70254  0.50
O -5.80807 -5.10934 -23.71485  -0.63
C -8.03309 -3.66427 -22.91168  -0.84
H -5.34774 -4.88859 -20.58494  0.33
H -6.80026 -5.89443 -21.01711  0.54
H -6.90047 -4.41685 -20.34319  -0.44
H -8.46391 -3.04777 -22.12274  0.00
H -8.76453 -4.47212 -22.93322  0.53
H -8.16313 -3.16566 -23.87219  0.40
C -5.49316 1.35007 -12.08761  -0.50
S -5.05339 0.01448 -10.98985  0.98
O -3.53747 0.10395 -10.81279  -0.74
C -5.84203 0.83021 -9.53305  -0.91
H -4.74158 1.21361 -12.86517  0.02
H -5.32082 2.30353 -11.58828  0.41
H -6.55160 1.42155 -12.33800  -0.20
H -6.93038 0.82084 -9.59228  0.00
H -5.48770 1.85520 -9.42384  0.60
H -5.41035 0.22071 -8.73916  0.28
C -12.08082 1.85643 -15.45155  -0.87
S -12.65454 3.62364 -15.39535  0.38
O -13.63272 3.91734 -16.56963  -0.56
C -13.58967 3.40461 -13.82133  -0.66
H -11.98057 1.61756 -16.51032  0.11
H -12.76527 1.09981 -15.06795  0.69
H -11.05262 1.93279 -15.09788  0.11
H -14.64412 3.66938 -13.89958  0.43
H -13.01021 3.94834 -13.07521  0.27
H -13.57214 2.37014 -13.47832  -0.03
C -11.69016 -6.25810 -11.34343  -0.60
S -11.64063 -6.88677 -13.11361  0.40
O -12.79513 -6.21349 -13.81690  -0.61
C -10.25263 -5.78737 -13.61046  0.02
H -11.37699 -5.21407 -11.34712  -0.20
H -11.11176 -6.89423 -10.67342  0.40
H -12.73180 -6.11214 -11.05744  0.43
H -10.02505 -5.92131 -14.66799  -0.53
H -9.44961 -6.18300 -12.98858  0.60
H -10.46810 -4.75275 -13.34353  0.09

Results
Charge ... 0
F_max ... 7.7 eV Å⁻¹
Orbital gap ... 7.90 eV
Spin multiplicity ... 1